Record 1
Entry from the Open Molecules 2025 dataset: a molecular structure, C32H43BrN2P2Ti (wB97M-V/def2-TZVPD).

```
81
Properties=species:S:1:pos:R:3
C -0.399 6.380 -3.525
C -0.515 5.000 -3.881
C -0.889 4.713 -5.216
C -1.310 5.754 -6.050
N -1.281 7.014 -5.655
C -0.836 7.342 -4.453
C -0.412 3.858 -2.983
C -0.573 2.863 -2.257
C -1.086 1.974 -1.298
C -0.242 1.898 -0.120
C -0.982 2.073 1.103
C -2.193 1.271 1.191
C -2.937 1.098 0.028
C -2.414 1.584 -1.231
Ti -0.309 0.160 0.755
P 1.897 -0.984 0.583
H -0.939 3.685 -5.566
H -0.045 6.722 -2.555
H -1.681 5.530 -7.045
H -0.837 8.404 -4.214
H -3.091 1.702 -2.097
H 0.786 2.175 -0.317
H -3.893 0.571 0.083
H -0.605 2.833 1.773
C 2.002 -2.577 1.512
C 2.894 -3.667 0.923
H 0.974 -2.944 1.619
H 2.339 -2.324 2.526
H 2.933 -4.510 1.629
H 2.508 -4.067 -0.022
H 3.933 -3.348 0.767
C 2.005 -1.330 -1.218
C 2.877 -0.422 -2.084
H 0.968 -1.224 -1.582
H 2.276 -2.391 -1.345
H 2.645 -0.633 -3.137
H 2.650 0.633 -1.893
H 3.947 -0.609 -1.932
C 3.510 -0.134 0.997
C 4.778 -1.005 1.049
H 3.326 0.342 1.975
H 3.647 0.667 0.251
H 5.650 -0.357 1.243
H 4.746 -1.751 1.863
H 4.975 -1.524 0.092
Br -2.473 -0.537 2.344
P -2.414 -3.022 -1.556
C -0.636 -3.372 -1.308
C -0.230 -4.750 -1.833
H -0.364 -3.231 -0.239
H -0.094 -2.604 -1.882
H 0.826 -4.773 -2.097
H -0.411 -5.518 -1.087
H -0.797 -5.000 -2.728
C -3.250 -3.055 0.089
C -4.644 -3.706 0.046
H -3.297 -2.025 0.480
H -2.603 -3.617 0.783
H -5.004 -3.848 1.068
H -5.364 -3.076 -0.486
H -4.620 -4.690 -0.434
C -2.633 -1.396 -2.334
C -3.061 -1.488 -3.803
H -1.700 -0.821 -2.229
H -3.393 -0.854 -1.752
H -3.440 -0.529 -4.150
H -2.225 -1.763 -4.444
H -3.853 -2.222 -3.950
N 0.275 0.333 2.770
C 0.499 0.622 3.878
C 0.853 0.985 5.231
C -0.113 1.434 6.155
C 0.251 1.655 7.488
C 1.584 1.499 7.905
C 2.544 1.112 6.971
C 2.201 0.888 5.643
H -1.134 1.622 5.822
H -0.508 1.963 8.217
H 1.879 1.709 8.946
H 3.589 0.990 7.298
H 2.964 0.645 4.893
```

The energy above the lowest of the compared OMol25 structures with the same formula, charge and spin comes out at 342.6 kJ/mol. For the orbital gap (alpha / beta), the calculation gives 0.1995 / 0.1427 hartree. The total energy comes out at -148575.1124 eV. Its spin multiplicity is 3. As for the total charge: +2. As for the LUMO energy (alpha / beta): -0.223 / -0.320 hartree.

---

Record 2
Entry from the Open Molecules 2025 dataset: 2 unconnected molecules or ions with the total composition C4H15N2O (wB97M-V/def2-TZVPD).

```
22
Properties=species:S:1:pos:R:3
C 0.192 1.281 0.328
C 1.008 0.017 0.062
C 0.103 -1.220 -0.123
C 0.683 -2.369 0.782
N 1.678 -3.268 0.150
N -0.422 1.906 -0.897
H -0.563 1.322 1.116
H 0.983 1.961 0.674
H 1.569 -0.198 1.006
H 1.839 0.358 -0.593
H -0.937 -0.904 0.128
H -0.061 -1.533 -1.185
H 0.002 -3.194 1.066
H 1.135 -1.978 1.682
H 1.229 -3.938 -0.469
H 2.673 -3.074 0.173
H -1.060 1.233 -1.352
H 0.282 2.050 -1.632
H -0.968 2.765 -0.694
H -3.346 3.400 -0.610
H -3.256 2.662 0.611
O -2.763 2.721 -0.224
```

The energy above the lowest of the compared OMol25 structures with the same formula, charge and spin comes out at 66.0 kJ/mol. For the orbital gap (alpha / beta), the calculation gives 0.4642 / 0.2756 hartree. The total energy comes out at -9400.2205 eV. Its spin multiplicity is 2. As for the total charge: +2. As for the LUMO energy (alpha / beta): -0.232 / -0.421 hartree.

---

Record 3
Entry from the Open Molecules 2025 dataset: a molecular structure, C30H27N8O4S2SiSr (wB97M-V/def2-TZVPD).

```
73
Properties=species:S:1:pos:R:3
Sr 0.218 -0.239 -0.518
N -1.063 4.296 -0.426
C -0.281 3.183 -0.454
N -0.775 1.988 -0.838
C -1.943 1.965 -1.533
N -2.593 0.874 -1.899
N -1.949 -0.290 -1.549
C -2.438 -1.374 -2.000
C -1.725 -2.651 -1.756
C -2.153 -3.826 -2.352
C -1.418 -4.986 -2.157
C -0.284 -4.946 -1.365
C 0.068 -3.733 -0.791
N -0.629 -2.614 -0.981
C -2.562 3.240 -1.946
C -3.583 3.322 -2.893
C -4.118 4.548 -3.241
C -3.631 5.711 -2.640
C -2.617 5.649 -1.706
C -2.083 4.408 -1.361
H -0.598 5.147 -0.135
H 0.491 3.182 0.304
H -3.329 -1.369 -2.624
H -3.043 -3.822 -2.969
H -1.728 -5.913 -2.624
H 0.323 -5.826 -1.195
H 0.940 -3.644 -0.150
H -3.935 2.402 -3.340
H -4.904 4.609 -3.982
H -4.039 6.676 -2.918
H -2.217 6.549 -1.253
O 0.394 -0.630 -3.298
C 1.154 -1.403 -3.858
C 2.278 -2.119 -3.263
C 2.923 -3.067 -4.044
C 3.952 -3.813 -3.525
C 4.366 -3.630 -2.190
C 3.761 -2.693 -1.406
C 2.699 -1.869 -1.912
O 2.155 -0.975 -1.204
N 4.607 -4.807 -4.359
O 4.225 -4.947 -5.511
O 5.499 -5.477 -3.862
H 0.996 -1.624 -4.932
H 2.611 -3.234 -5.068
H 5.170 -4.247 -1.811
H 4.059 -2.532 -0.377
C 2.585 -0.543 5.156
Si 0.898 0.181 5.416
C 0.007 -0.867 6.682
C 1.139 1.888 6.145
C -0.276 0.390 3.965
C -1.454 1.064 4.259
C -2.424 1.313 3.289
C -2.147 0.879 2.014
N -1.032 0.219 1.682
C -0.095 -0.064 2.624
S 1.281 -0.976 2.076
H 3.124 -0.512 6.110
H 3.146 0.022 4.407
H 2.526 -1.575 4.803
H 0.618 -0.989 7.585
H -0.201 -1.862 6.274
H -0.948 -0.417 6.974
H 1.775 1.838 7.037
H 0.190 2.353 6.431
H 1.627 2.544 5.416
H -1.631 1.414 5.275
H -3.344 1.836 3.516
H -2.844 1.066 1.199
S 1.380 3.767 -2.131
C 1.464 5.282 -1.425
N 1.383 6.301 -0.867
```

For the orbital gap, the calculation gives 0.2374 hartree. The total energy comes out at -82047.2229 eV. Its spin multiplicity is 1. As for the total charge: -1. As for the LUMO energy: 0.057 hartree.

---

Record 4
Entry from the Open Molecules 2025 dataset: a single C3H9NOS molecule (wB97M-V/def2-TZVPD).

```
15
Properties=species:S:1:pos:R:3
O -2.652 0.582 0.880
C -1.801 0.883 -0.232
N -0.787 -0.085 -0.462
C 0.600 0.135 -0.063
C 1.352 -1.178 -0.169
S 3.056 -1.048 0.491
H -2.157 0.797 1.681
H -1.311 1.844 -0.084
H -2.480 0.933 -1.087
H -1.087 -1.046 -0.438
H 0.664 0.501 0.964
H 1.031 0.855 -0.760
H 1.474 -1.446 -1.206
H 0.830 -1.940 0.384
H 3.267 0.214 0.100
```

The energy above the lowest of the compared OMol25 structures with the same formula, charge and spin comes out at 100.3 kJ/mol. For the orbital gap, the calculation gives 0.3593 hartree. The total energy comes out at -17629.1655 eV. Its spin multiplicity is 1. As for the SMILES: OCNCCS. As for the LUMO energy: 0.032 hartree.

---

Q: What is the formula in the second record?
A: C4H15N2O

---

Repeat the first record exactly.
Entry from the Open Molecules 2025 dataset: a molecular structure, C32H43BrN2P2Ti (wB97M-V/def2-TZVPD).

```
81
Properties=species:S:1:pos:R:3
C -0.399 6.380 -3.525
C -0.515 5.000 -3.881
C -0.889 4.713 -5.216
C -1.310 5.754 -6.050
N -1.281 7.014 -5.655
C -0.836 7.342 -4.453
C -0.412 3.858 -2.983
C -0.573 2.863 -2.257
C -1.086 1.974 -1.298
C -0.242 1.898 -0.120
C -0.982 2.073 1.103
C -2.193 1.271 1.191
C -2.937 1.098 0.028
C -2.414 1.584 -1.231
Ti -0.309 0.160 0.755
P 1.897 -0.984 0.583
H -0.939 3.685 -5.566
H -0.045 6.722 -2.555
H -1.681 5.530 -7.045
H -0.837 8.404 -4.214
H -3.091 1.702 -2.097
H 0.786 2.175 -0.317
H -3.893 0.571 0.083
H -0.605 2.833 1.773
C 2.002 -2.577 1.512
C 2.894 -3.667 0.923
H 0.974 -2.944 1.619
H 2.339 -2.324 2.526
H 2.933 -4.510 1.629
H 2.508 -4.067 -0.022
H 3.933 -3.348 0.767
C 2.005 -1.330 -1.218
C 2.877 -0.422 -2.084
H 0.968 -1.224 -1.582
H 2.276 -2.391 -1.345
H 2.645 -0.633 -3.137
H 2.650 0.633 -1.893
H 3.947 -0.609 -1.932
C 3.510 -0.134 0.997
C 4.778 -1.005 1.049
H 3.326 0.342 1.975
H 3.647 0.667 0.251
H 5.650 -0.357 1.243
H 4.746 -1.751 1.863
H 4.975 -1.524 0.092
Br -2.473 -0.537 2.344
P -2.414 -3.022 -1.556
C -0.636 -3.372 -1.308
C -0.230 -4.750 -1.833
H -0.364 -3.231 -0.239
H -0.094 -2.604 -1.882
H 0.826 -4.773 -2.097
H -0.411 -5.518 -1.087
H -0.797 -5.000 -2.728
C -3.250 -3.055 0.089
C -4.644 -3.706 0.046
H -3.297 -2.025 0.480
H -2.603 -3.617 0.783
H -5.004 -3.848 1.068
H -5.364 -3.076 -0.486
H -4.620 -4.690 -0.434
C -2.633 -1.396 -2.334
C -3.061 -1.488 -3.803
H -1.700 -0.821 -2.229
H -3.393 -0.854 -1.752
H -3.440 -0.529 -4.150
H -2.225 -1.763 -4.444
H -3.853 -2.222 -3.950
N 0.275 0.333 2.770
C 0.499 0.622 3.878
C 0.853 0.985 5.231
C -0.113 1.434 6.155
C 0.251 1.655 7.488
C 1.584 1.499 7.905
C 2.544 1.112 6.971
C 2.201 0.888 5.643
H -1.134 1.622 5.822
H -0.508 1.963 8.217
H 1.879 1.709 8.946
H 3.589 0.990 7.298
H 2.964 0.645 4.893
```

The energy above the lowest of the compared OMol25 structures with the same formula, charge and spin comes out at 342.6 kJ/mol. For the orbital gap (alpha / beta), the calculation gives 0.1995 / 0.1427 hartree. The total energy comes out at -148575.1124 eV. Its spin multiplicity is 3. As for the total charge: +2. As for the LUMO energy (alpha / beta): -0.223 / -0.320 hartree.